Entry 1:
C7H13NO2 | the ωB97M-V functional and the def2-TZVPD basis

```
! wB97M-V def2-TZVPD RIJCOSX def2/J DEFGRID3
* xyz 0 1
C 0.425 -1.856 0.496
C 0.467 0.648 -2.294
C 0.200 2.027 0.863
C -1.498 -0.428 1.554
C -0.136 -1.304 -0.757
C 0.709 0.624 0.828
C -0.142 -0.495 0.900
O 0.939 -0.260 -1.322
O 2.033 0.576 1.073
N -0.982 -1.878 -1.529
H 2.362 -0.322 0.917
H -1.433 -1.235 -2.180
H 1.505 -1.996 0.501
H -0.122 -2.704 0.900
H 0.146 0.106 -3.191
H -0.409 1.239 -1.992
H 1.278 1.335 -2.558
H -0.778 2.108 0.390
H 0.107 2.358 1.902
H 0.909 2.694 0.372
H -2.092 0.399 1.157
H -2.069 -1.333 1.334
H -1.420 -0.304 2.638
*
```

The molar mass is 143.19 Da. As for the relative energy (zero: lowest compared OMol25 entry of this formula, charge and spin): 108.4 kcal per mole.



Entry 2:
C33H89BCuN3O11 | the ωB97M-V functional and the def2-TZVPD basis

```
! wB97M-V def2-TZVPD RIJCOSX def2/J DEFGRID3
* xyz 0 1
Cu -2.168 0.062 0.578
B -1.071 -1.706 -0.665
H -1.881 -1.928 0.127
H -1.393 -0.795 -1.292
H -0.062 -1.504 -0.154
H -0.917 -2.623 -1.337
C -0.216 7.435 -1.796
O 0.436 6.198 -1.991
C 0.825 5.560 -0.783
C 1.356 4.201 -1.170
N 0.278 3.358 -1.711
C 0.627 1.978 -2.066
C 1.609 1.827 -3.220
O 0.958 2.007 -4.454
C 1.783 1.721 -5.560
H -1.004 7.342 -1.041
H -0.657 7.863 -2.692
H 0.537 8.124 -1.395
H 0.014 5.452 -0.058
H 1.640 6.143 -0.340
H 1.766 3.662 -0.314
H 2.122 4.294 -1.944
H -0.111 3.770 -2.552
H -0.320 1.522 -2.366
H 1.001 1.391 -1.224
H 1.988 0.800 -3.162
H 2.462 2.489 -3.029
H 2.312 0.764 -5.539
H 2.536 2.514 -5.620
H 1.184 1.725 -6.469
C 3.339 -0.560 0.721
O 4.270 0.473 0.480
C 3.887 1.670 1.140
C 4.945 2.692 0.766
N 4.558 4.087 1.002
C 5.605 5.085 0.855
C 6.090 5.215 -0.595
O 7.052 6.257 -0.656
C 7.670 6.361 -1.898
H 3.020 -0.622 1.765
H 3.639 -1.502 0.271
H 2.424 -0.320 0.157
H 3.898 1.438 2.209
H 2.920 2.072 0.818
H 5.325 2.487 -0.236
H 5.845 2.476 1.362
H 4.026 4.150 1.855
H 6.447 4.939 1.539
H 5.095 6.017 1.104
H 5.245 5.487 -1.237
H 6.503 4.276 -0.971
H 8.576 6.953 -1.762
H 7.032 6.906 -2.609
H 7.898 5.409 -2.389
C 0.140 -0.514 2.857
O -0.678 0.514 2.294
C 0.022 1.729 2.182
C -0.926 2.802 1.663
N -1.516 2.364 0.379
C -2.828 2.993 0.108
C -3.547 2.273 -1.049
O -3.822 0.971 -0.600
C -4.448 0.111 -1.534
H 0.906 -0.880 2.176
H -0.491 -1.361 3.116
H 0.532 -0.148 3.809
H 0.843 1.577 1.469
H 0.521 2.024 3.111
H -0.437 3.777 1.585
H -1.755 2.893 2.371
H -0.908 2.756 -0.353
H -2.704 4.036 -0.208
H -3.400 2.976 1.036
H -2.935 2.298 -1.955
H -4.473 2.828 -1.227
H -5.465 0.455 -1.756
H -4.659 -0.866 -1.102
H -3.824 0.018 -2.424
C -5.108 -5.156 0.341
C -3.757 -4.492 0.095
C -2.751 -5.424 -0.542
O -3.835 -3.332 -0.725
H -5.470 -5.791 -0.467
H -5.846 -4.406 0.627
H -4.972 -5.787 1.222
H -3.459 -4.236 1.121
H -3.056 -5.880 -1.484
H -2.476 -6.235 0.141
H -1.811 -4.911 -0.754
H -2.937 -2.952 -0.724
C 2.213 -4.118 -0.453
C 1.116 -4.784 0.343
C 1.709 -5.740 1.386
O 0.390 -3.790 1.037
H 2.806 -4.837 -1.027
H 2.966 -3.641 0.180
H 1.851 -3.356 -1.148
H 0.445 -5.305 -0.350
H 2.484 -5.251 1.972
H 2.191 -6.585 0.891
H 0.863 -6.120 1.959
H 0.048 -3.157 0.381
C 0.490 -3.136 -4.113
C 0.662 -1.620 -3.989
C -0.598 -0.869 -4.378
O 0.976 -1.281 -2.647
H -0.392 -3.429 -3.530
H 1.254 -3.754 -3.637
H 0.350 -3.460 -5.145
H 1.513 -1.437 -4.653
H -0.504 0.212 -4.268
H -1.330 -1.168 -3.625
H -0.920 -1.075 -5.400
H 0.211 -1.445 -2.049
C -0.639 -4.658 5.767
C -0.659 -4.579 4.234
C -1.871 -3.778 3.791
O 0.538 -3.961 3.785
H 0.064 -5.417 6.116
H -1.619 -4.924 6.166
H -0.346 -3.720 6.239
H -0.713 -5.577 3.783
H -1.824 -3.591 2.715
H -1.908 -2.830 4.330
H -2.817 -4.305 3.940
H 0.405 -3.801 2.827
C -4.475 0.223 3.341
C -4.496 -1.207 2.795
C -5.919 -1.802 2.773
O -4.023 -1.140 1.459
H -4.840 0.241 4.366
H -5.144 0.797 2.695
H -3.473 0.635 3.217
H -3.760 -1.788 3.355
H -6.337 -1.750 3.779
H -5.931 -2.834 2.422
H -6.554 -1.210 2.114
H -4.065 -1.993 1.001
*
```

The molar mass is 778.44 Da.



Entry 3:
C2H8N2O2 | the ωB97M-V functional and the def2-TZVPD basis

```
! wB97M-V def2-TZVPD RIJCOSX def2/J DEFGRID3
* xyz 0 1
O 0.275 -2.299 -2.386
C 0.633 -1.194 -2.033
N 0.162 -0.534 -0.939
C -0.464 -1.243 0.168
N -0.810 -0.233 1.193
H 1.177 -0.546 -2.760
H -0.229 0.394 -1.024
H 0.229 -2.005 0.556
H -1.427 -1.643 -0.172
H -1.735 -0.514 1.507
H -0.300 -0.322 2.067
H 1.076 4.123 1.418
H 0.764 2.606 1.460
O 0.650 3.411 0.945
*
```

The molar mass is 92.10 Da. As for the relative energy (zero: lowest compared OMol25 entry of this formula, charge and spin): 32.6 kcal per mole.



no.,HOMO (eV)
1,-7.6
2,-7.9
3,-9.7